Entry from OMol25: a 7-piece molecular cluster, C17H48N2O7 overall (ωB97M-V/def2-TZVPD).

Cartesian coordinates (Å):
C  3.88  0.80  1.61
O  2.57  1.00  2.22
H  4.27  -0.23  1.70
H  4.53  1.46  2.16
H  3.86  1.04  0.53
H  2.16  0.13  2.36
C  1.36  1.01  -1.27
O  2.66  0.90  -1.69
N  0.35  0.70  -2.05
N  1.00  1.36  -0.08
H  0.57  0.42  -2.99
H  -0.59  0.58  -1.68
H  1.69  1.40  0.68
H  -0.01  1.46  0.13
C  1.09  -2.47  -3.53
C  1.27  -2.82  -2.09
C  2.73  -2.71  -1.70
O  0.61  -2.10  -1.29
H  1.58  -1.61  -3.85
H  0.04  -2.17  -3.68
H  1.34  -3.32  -4.19
H  0.88  -3.81  -1.93
H  2.93  -3.03  -0.73
H  3.02  -1.62  -1.84
H  3.20  -3.26  -2.47
H  0.62  -1.19  -1.60
C  1.94  -3.81  1.60
C  1.33  -2.49  2.04
C  1.68  -2.31  3.52
O  1.81  -1.49  1.45
H  3.00  -3.66  1.56
H  1.58  -4.07  0.59
H  1.59  -4.57  2.32
H  0.27  -2.56  1.85
H  1.24  -3.11  4.05
H  1.30  -1.36  3.94
H  2.78  -2.36  3.63
H  1.62  -1.59  0.53
C  -2.17  -1.21  0.00
C  -2.02  0.10  0.80
C  -1.05  -0.02  2.00
O  -1.76  1.11  0.14
H  -1.70  -1.10  -1.00
H  -3.28  -1.34  -0.21
H  -1.69  -2.03  0.54
H  -3.00  0.22  1.30
H  -0.08  -0.09  1.63
H  -1.34  -0.83  2.64
H  -0.96  0.82  2.63
H  -2.56  1.66  0.03
C  -2.57  -0.59  -4.04
C  -3.53  0.21  -3.13
C  -3.23  1.73  -2.95
O  -4.77  0.04  -3.35
H  -2.64  -0.29  -5.07
H  -2.74  -1.64  -4.05
H  -1.53  -0.52  -3.83
H  -3.27  -0.19  -2.15
H  -3.78  2.04  -2.07
H  -3.57  2.32  -3.81
H  -2.17  1.88  -2.81
H  -5.15  0.90  -3.47
C  -1.39  5.20  2.40
C  -0.95  3.76  2.47
C  0.52  3.53  2.39
O  -1.25  3.31  3.61
H  -1.29  5.48  1.34
H  -0.71  5.75  3.07
H  -2.41  5.27  2.64
H  -1.48  3.22  1.71
H  1.13  3.99  3.09
H  0.90  3.90  1.41
H  0.70  2.43  2.41
H  -0.96  2.44  3.80

For the HOMO energy, the calculation gives -9.269 eV. As for the molar mass: 392.58 g mol⁻¹. The energy comes out at -35715.272 eV. Its SMILES is NC(N)=O.CC(C)O.CC(C)O.CC(C)O.CC(C)O.CC(C)O.CO. The HOMO-LUMO gap comes out at 9.384 eV.